ORCA calculation (ωB97M-V/def2-TZVPD) on a structure of composition H35O18.

Structure (XYZ):
```
53
Properties=species:S:1:pos:R:3:forces:R:3:mulliken_charge:R:1
O 0.4360 0.5238 -1.0061 -0.31 2.47 4.92 -0.59
H -1.2958 2.3855 -0.5219 0.44 0.07 -1.84 0.22
H 0.7973 3.4667 -3.4105 -0.66 -0.09 0.62 0.30
O 3.0347 -0.2423 2.8580 4.35 -0.08 3.13 -0.53
H 0.7283 -0.3426 -4.1174 -0.52 0.24 0.48 0.34
O 0.0932 0.9647 4.3117 -7.08 -1.04 -0.28 -0.75
H 0.9326 1.0564 4.1082 6.67 0.75 -1.40 0.30
H -0.3065 0.7483 3.4025 1.49 0.31 1.78 0.57
O 0.6650 4.4485 -1.7136 -0.33 3.01 0.47 -0.64
H 1.0553 -0.8356 -0.4143 0.20 -0.59 0.05 0.33
H 0.0251 3.7618 -1.5168 -0.95 -1.12 0.43 0.48
O -3.8944 -0.0620 -4.2944 -1.15 -1.08 -2.55 -0.64
H -3.8167 0.3804 -5.1640 -0.32 -0.72 0.32 0.31
H 0.6431 0.1858 -1.7858 1.42 -2.11 -5.72 0.17
O -1.7763 -2.9141 3.5518 2.92 -0.16 -9.56 -0.51
H -1.7418 0.7102 3.5733 4.73 -0.79 6.27 0.25
H -2.4486 -3.3233 3.0023 -0.15 0.14 0.45 0.30
O -0.8759 2.4200 -1.4314 0.03 0.43 2.00 -1.00
H 2.6656 2.7835 -0.5683 -0.17 -0.73 0.62 0.30
H 0.0711 1.6846 -1.2306 -1.58 -1.07 -0.11 0.11
O -2.3181 0.7928 2.9501 -5.97 0.90 -5.70 -0.64
H 1.9382 0.4094 5.6471 -3.55 1.11 -1.41 0.28
H 1.9572 1.5431 0.0608 -0.11 -0.06 -0.84 0.42
O -1.9564 -5.8816 0.7163 5.05 1.18 0.58 -0.59
H -2.6579 -5.4791 1.1747 -1.42 0.90 0.97 0.30
H -1.0626 -5.3638 1.0810 -3.98 -2.19 -1.60 0.24
O -1.6769 -1.3402 -0.4608 -4.06 -5.22 -1.64 -0.62
H -1.3639 -1.6436 0.3399 0.67 -1.30 2.88 0.27
H 3.2350 0.5638 2.4560 0.38 1.91 -1.28 0.29
O 2.7952 2.0237 0.0397 0.21 0.72 0.05 -0.69
H 0.6753 -5.0502 0.8839 -3.27 2.67 5.88 0.29
H -1.8450 0.6834 2.1313 0.16 -0.18 -0.59 0.35
O 1.1117 -5.3300 0.1981 1.77 -7.30 -2.63 -0.55
H 1.3912 -4.6538 -0.2820 1.90 4.81 -3.19 0.30
H 0.0778 5.2594 -1.8007 1.36 -1.45 0.05 0.27
O 0.8544 -0.6623 -4.9989 4.17 0.37 0.82 -0.63
H 2.2734 -0.5765 2.5649 -4.39 -1.93 -1.90 0.23
H -1.9885 -2.8998 4.3658 -2.74 0.04 9.04 0.22
O 1.2948 3.8796 -4.1006 2.89 -0.19 -0.78 -0.64
H -3.4415 0.5777 -3.8192 1.59 1.93 2.22 0.32
H 2.2275 3.8197 -3.7169 -1.97 0.29 -0.89 0.31
O 1.2646 -1.7911 -0.1472 0.39 0.70 0.40 -0.70
H -1.2792 -0.5708 -0.5216 3.30 6.54 -1.14 0.30
H 0.4359 -2.2139 -0.3575 -0.45 -0.31 -0.26 0.35
O 0.2680 0.3434 1.5062 1.44 -1.08 1.21 -0.39
H 0.0696 -0.8417 -5.3978 -3.67 -0.61 -1.34 0.28
H 0.8719 1.0868 1.6712 -0.30 -0.11 -0.24 0.15
O -1.9550 2.5937 -3.8199 -0.20 -0.36 -0.20 -0.68
H -1.9836 3.4051 -4.3741 0.64 -0.77 1.47 0.26
H -1.4830 2.5468 -2.9079 -0.77 0.97 -1.24 0.48
O 2.7132 -0.0358 5.7055 5.22 -2.37 1.80 -0.63
H 3.1319 -0.6495 5.0663 -1.71 1.29 -0.06 0.32
H 0.8896 -0.4586 1.4637 -1.61 1.31 -0.50 0.18
```
Positions in Å, forces in eV/Å.

Properties
Maximum force = 9.995 eV/Å
Gap between HOMO and LUMO = 9.23 eV
Multiplicity = 1
Relative energy (zero: lowest compared OMol25 entry of this formula, charge and spin) = 515.3 kJ/mol
Total charge = -1
Calculated total energy = -1375.1801 Eh



ORCA calculation (ωB97M-V/def2-TZVPD) on a cluster of 18 separate species, H36O18 in total.

Structure (XYZ):
```
54
Properties=species:S:1:pos:R:3:forces:R:3:mulliken_charge:R:1
O 9.7143 -20.4553 9.0680 0.14 -0.32 0.24 -0.61
H 9.3126 -19.8029 8.4941 -0.62 0.59 -0.49 0.27
H 10.4968 -20.7405 8.5962 0.17 -0.24 -0.22 0.25
O 6.6361 -21.7826 6.4882 -0.43 0.58 0.44 -0.72
H 7.0720 -22.3963 5.8970 0.56 -0.24 -0.86 0.37
H 6.5254 -22.2721 7.3033 -0.28 -0.12 0.51 0.29
O 3.4213 -20.5183 3.3769 -0.47 -0.08 -0.67 -0.64
H 4.0408 -20.0717 3.9541 0.25 0.18 0.51 0.38
H 3.5061 -21.4442 3.6043 0.02 -0.16 0.03 0.28
O 4.7412 -20.1407 10.4498 -0.06 0.00 0.29 -0.57
H 4.8713 -19.9172 9.5282 -0.10 0.20 -0.31 0.31
H 4.9696 -21.0685 10.5063 -0.03 -0.16 0.00 0.29
O 7.7557 -18.8023 11.3947 0.07 0.52 0.14 -0.64
H 8.0392 -18.9492 10.4923 -0.01 0.03 -0.21 0.30
H 7.7614 -19.6728 11.7928 -0.06 -0.34 0.05 0.38
O 7.8754 -22.8913 4.2411 -0.40 -0.25 0.15 -0.63
H 7.8444 -23.8050 3.9576 -0.11 -0.26 -0.03 0.27
H 8.7939 -22.6406 4.1431 0.40 0.57 -0.08 0.31
O 9.8004 -20.7653 3.6552 0.21 -0.38 0.28 -0.61
H 10.4183 -20.7834 2.9244 0.17 0.03 -0.16 0.29
H 9.2338 -20.0159 3.4718 -0.35 0.29 -0.19 0.37
O 4.8088 -19.6923 5.6382 0.21 0.49 -0.51 -0.60
H 5.3111 -20.4778 5.8548 0.54 -0.63 0.08 0.34
H 4.3584 -19.4636 6.4512 -0.16 0.07 0.52 0.42
O 6.3918 -16.3917 6.2612 0.90 -0.16 -0.17 -0.60
H 6.1115 -16.7298 5.4107 -0.22 -0.14 -0.16 0.23
H 5.5782 -16.2674 6.7500 -0.44 0.02 0.07 0.40
O 8.0910 -21.7162 11.0956 -0.64 -0.07 0.33 -0.67
H 8.7617 -22.2020 11.5756 0.26 -0.16 0.21 0.31
H 8.5566 -21.3369 10.3503 0.46 0.24 -0.51 0.33
O 3.8985 -15.8572 7.3671 0.06 0.11 0.04 -0.68
H 3.1727 -15.6306 6.7855 -0.28 0.00 -0.23 0.28
H 4.2370 -15.0140 7.6681 0.09 0.32 0.29 0.30
O 11.1745 -20.9770 11.3285 0.17 -0.34 0.54 -0.63
H 10.5837 -20.6764 10.6380 -0.25 0.43 -0.21 0.49
H 11.9865 -21.1958 10.8712 0.25 -0.07 0.03 0.28
O 6.3444 -22.8032 9.2723 -0.61 0.01 -0.58 -0.68
H 5.8927 -23.5478 9.6695 -0.16 -0.28 0.03 0.26
H 6.6555 -22.2868 10.0158 0.70 0.30 0.65 0.31
O 7.9605 -24.4003 7.7351 0.52 -0.39 -0.47 -0.61
H 7.1178 -24.7851 7.4943 -0.16 -0.14 -0.05 0.31
H 7.7336 -23.6520 8.2871 -0.16 0.19 0.40 0.37
O 9.8826 -16.4799 4.2341 0.09 -0.16 -0.15 -0.60
H 10.5187 -16.3567 4.9387 0.19 0.05 0.19 0.30
H 9.1643 -15.8862 4.4527 -0.18 0.19 0.09 0.31
O 7.7059 -18.3685 3.5537 -0.14 -0.38 -0.22 -0.61
H 8.0220 -18.5453 4.4397 0.14 0.08 0.38 0.29
H 7.2171 -17.5492 3.6323 -0.01 0.13 -0.17 0.25
O 3.5237 -18.5294 7.8664 0.13 -0.73 0.09 -0.69
H 4.0308 -17.7686 7.5834 0.05 0.51 0.17 0.39
H 2.8509 -18.6332 7.1935 -0.49 0.02 -0.05 0.26
O 7.7627 -19.2744 7.4542 0.48 0.27 0.43 -0.66
H 7.2360 -18.7186 6.8798 -0.21 0.46 -0.08 0.24
H 7.3868 -20.1489 7.3527 -0.19 -0.67 -0.41 0.43
```
Positions in Å, forces in eV/Å.

Properties
Maximum force = 1.053 eV/Å
Gap between HOMO and LUMO = 10.32 eV
Multiplicity = 1
Relative energy (zero: lowest compared OMol25 entry of this formula, charge and spin) = 179.3 kJ/mol
Total charge = 0
Calculated total energy = -1375.9186 Eh



ORCA calculation (ωB97M-V/def2-TZVPD) on a cluster of 18 separate species, H36O18 in total.

Structure (XYZ):
```
54
Properties=species:S:1:pos:R:3:forces:R:3:mulliken_charge:R:1
O -0.4304 0.7580 -3.1112 1.17 1.03 0.94 -0.63
H 0.1302 0.4292 -2.3828 -0.27 -0.10 -0.89 0.36
H -1.0672 0.0838 -3.2063 -1.38 -1.09 -0.41 0.36
O 0.6661 0.1306 0.7503 -0.10 0.73 -1.18 -0.46
H 0.9556 0.3307 -0.1841 -0.05 -0.54 1.31 0.52
H -0.2499 0.4045 0.6419 -0.63 -0.56 0.82 0.06
O 1.2739 0.3700 4.3965 1.85 -2.50 0.37 -0.61
H 0.6334 -0.3096 4.1267 -0.20 0.49 -0.11 0.31
H 2.0642 -0.2683 4.5615 -1.73 2.03 -0.29 0.31
O -1.5123 1.1129 2.6114 0.70 0.61 0.57 -0.48
H -0.8822 1.6535 2.0948 -0.51 -0.33 0.48 0.25
H -1.2601 1.3500 3.5294 -0.23 -0.28 -0.72 0.28
O 4.9213 1.7595 0.4179 0.86 2.09 -1.33 -0.62
H 4.4273 2.3523 -0.2060 0.18 -0.94 0.80 0.30
H 5.7916 2.2452 0.3336 -1.04 -1.15 0.48 0.32
O -2.4679 4.1480 1.7539 -3.11 -0.72 -5.26 -0.61
H -2.2906 4.3899 2.5787 1.80 1.33 5.10 0.28
H -1.7578 3.8088 1.2306 1.32 -0.47 0.29 0.43
O 1.3571 -1.9338 -2.4578 -3.11 -0.55 -1.99 -0.65
H 1.6127 -2.1357 -1.5787 0.07 -0.96 1.41 0.29
H 0.4147 -2.2798 -2.6164 2.27 0.55 0.76 0.30
O -4.3210 -0.5801 -0.9063 -1.89 -3.73 0.97 -0.62
H -4.3452 -1.0165 0.0071 0.03 1.80 -2.09 0.29
H -4.2532 0.3416 -0.8683 0.27 1.91 0.81 0.29
O 1.7051 0.4146 -1.5770 -1.86 -12.77 0.55 -0.55
H 1.6324 1.1928 -1.7537 -0.36 14.54 -3.00 0.11
H 2.3732 0.1400 -1.0455 3.57 -0.65 2.08 0.22
O -2.7786 -2.2676 3.0115 -0.80 0.35 -0.78 -0.63
H -3.1577 -1.4814 3.5297 0.42 -1.72 -2.10 0.28
H -3.1302 -2.4832 2.0787 0.24 1.31 2.67 0.32
O 4.2049 2.5185 -3.0508 0.78 -3.05 5.61 -0.59
H 3.3689 2.4066 -2.5756 0.30 0.42 -1.05 0.31
H 4.1564 2.9480 -3.8188 -1.05 2.66 -4.58 0.27
O 2.2503 -1.3004 -4.8077 0.34 2.15 -4.25 -0.58
H 1.7917 -1.6983 -4.1482 -2.03 -1.66 3.20 0.41
H 3.1376 -1.4199 -4.5812 2.11 -0.21 0.43 0.26
O 2.4241 -3.4881 -0.5271 -0.11 0.36 -0.65 -0.62
H 3.3230 -3.1725 -0.3991 0.00 -0.36 0.45 0.30
H 2.1177 -4.0055 0.2128 0.29 -0.05 0.48 0.29
O -2.0422 -5.1386 0.3400 -0.11 3.01 1.44 -0.55
H -2.7986 -5.1838 -0.1949 -1.96 0.46 -1.08 0.30
H -1.6853 -5.9469 0.1543 2.06 -3.40 -0.36 0.26
O -2.1996 5.2503 -1.1157 -0.50 -0.18 -1.58 -0.66
H -2.1995 5.3112 -0.1591 -0.94 0.17 0.27 0.35
H -3.0986 5.3261 -1.5396 1.42 -0.10 1.45 0.32
O -2.0468 -0.5633 -0.3884 3.92 -1.02 -0.09 -0.53
H -1.9305 -1.3268 0.2256 -0.35 0.79 -0.32 0.32
H -1.1122 -0.5939 -0.7889 -1.95 0.21 0.62 0.14
O -0.8221 -3.8102 4.1507 0.00 -0.63 5.66 -0.57
H -1.4577 -3.5589 3.5819 -3.28 1.55 -3.28 0.33
H -0.0492 -4.0148 3.7524 3.46 -0.93 -2.20 0.27
O -0.3292 3.1997 0.2240 -0.99 1.64 -1.09 -0.77
H -0.8996 3.3196 -0.5773 0.62 0.03 0.66 0.40
H -0.1579 2.2822 0.2705 0.49 -1.55 0.04 0.30
```
Positions in Å, forces in eV/Å.

Properties
Maximum force = 14.849 eV/Å
Gap between HOMO and LUMO = 10.14 eV
Multiplicity = 1
Relative energy (zero: lowest compared OMol25 entry of this formula, charge and spin) = 784.0 kJ/mol
Total charge = 0
Calculated total energy = -1375.6883 Eh



ORCA calculation (ωB97M-V/def2-TZVPD) on a cluster of 18 separate species, H37O18 in total.

Structure (XYZ):
```
55
Properties=species:S:1:pos:R:3:forces:R:3:mulliken_charge:R:1
O 5.4894 -0.9706 0.6790 -0.01 1.60 -0.83 -0.63
H -2.7094 0.3778 1.7516 0.04 -0.15 0.54 0.15
H -1.0364 4.2448 3.7894 0.28 -0.61 -0.70 0.29
O -1.3445 3.5677 4.3832 -0.74 0.86 1.73 -0.60
H 5.0042 -0.2799 0.1869 -0.81 -0.61 0.03 0.28
O -2.0165 0.5812 4.7844 0.43 0.14 -0.36 -0.68
H -2.4255 1.1800 5.4076 -0.33 0.16 0.30 0.33
H -1.2051 -3.1909 -0.2761 0.08 0.08 0.15 0.35
O -0.4670 -1.9004 -3.9457 0.38 -0.29 0.51 -0.54
H -1.3412 -3.7990 -2.9739 0.17 0.31 0.04 0.29
H -0.1075 -1.0881 -3.5686 -0.43 0.20 0.18 0.31
O 2.1227 -2.3481 -2.6799 1.05 0.49 1.54 -0.68
H 1.5612 -3.1168 -2.6876 -0.50 -0.32 -0.84 0.28
H 2.0560 -1.7927 -3.4492 -0.53 -0.41 -0.79 0.33
O 2.1247 4.6584 1.8051 0.54 0.97 0.58 -0.61
H 2.0176 5.5993 2.0063 0.81 0.01 0.38 0.33
H 1.2997 4.5693 1.3723 -1.36 -0.97 -0.98 0.28
O 2.3690 1.2121 -3.8114 -0.22 0.31 -1.07 -0.56
H 1.7855 -0.1995 -1.3502 0.19 1.11 0.23 0.14
H -0.5126 -1.4802 0.9161 -0.10 0.56 0.18 0.49
O -0.1409 -0.5264 0.9744 1.65 -1.94 -0.22 -0.44
H -0.7073 0.0111 0.3782 0.08 -0.12 0.25 0.41
H 0.8576 -0.7514 0.4494 -2.34 1.43 0.90 0.80
O -4.3813 0.8379 -1.7853 0.54 0.12 0.35 -0.56
H -4.0040 1.6443 -2.1466 -0.35 0.30 -0.33 0.32
H -1.7185 -4.6498 -1.7690 -0.19 -0.46 0.01 0.30
O -0.7534 -3.1203 0.5877 -0.24 0.45 -0.34 -0.66
H 2.9865 1.0302 -4.5344 0.17 -0.39 0.20 0.32
H -0.6961 -1.6777 -4.8380 -0.25 0.17 -0.77 0.26
O -1.6202 -1.9006 3.7646 0.20 0.19 0.05 -0.62
H -0.7623 -1.9630 3.3411 0.07 -0.28 -0.27 0.26
H -1.4085 -1.3408 4.5248 -0.30 0.00 0.12 0.35
O 4.1304 0.3085 -2.0116 0.90 0.19 1.59 -0.61
H 3.4086 -0.3085 -1.9496 0.13 -0.41 -0.84 0.36
H 4.2964 0.6131 -2.8975 -0.39 -0.13 -0.26 0.28
O -2.4857 0.3486 0.8243 -0.19 0.25 -0.54 -0.44
H -3.7081 0.6304 -1.1263 -0.19 -0.47 -0.51 0.25
H -3.2884 0.6442 0.3892 -0.20 0.09 0.31 0.26
O -4.5712 3.6117 1.4336 0.07 -0.02 0.15 -0.61
H -4.3846 4.1651 2.1989 -0.23 0.09 0.11 0.33
H -3.6943 3.3404 1.1630 0.24 -0.09 -0.23 0.29
O -0.7387 0.8698 -2.5399 -0.42 -1.00 0.59 -0.50
H 0.1576 1.2065 -2.5525 -0.14 0.51 -0.34 0.25
H -1.3670 1.3322 -3.0844 0.26 0.66 -0.49 0.26
O -1.0401 -4.0580 -2.0937 0.04 0.17 0.10 -0.62
H 6.3154 -0.4879 0.5087 0.64 -0.93 0.68 0.31
H 0.0600 -3.5996 0.4170 0.31 -0.23 0.17 0.30
O 0.9044 -0.5013 -1.1163 1.45 -1.03 -0.67 -0.66
H -2.6903 0.3038 4.1569 -0.20 -0.05 0.25 0.33
H 1.0781 -1.4019 -1.4713 -0.59 -0.14 -0.14 0.31
O 2.3604 -0.9777 1.3223 1.28 -0.66 0.43 -0.50
H 3.2923 -1.2546 1.2379 -0.01 0.21 -0.96 0.28
H 2.3305 -1.1614 2.2650 -0.90 0.31 0.50 0.25
H 1.8769 1.9127 -4.2605 -0.33 0.16 0.40 0.27
H -1.3834 2.6552 4.1317 0.50 -0.38 -1.04 0.34
```
Positions in Å, forces in eV/Å.

Properties
Maximum force = 2.885 eV/Å
Gap between HOMO and LUMO = 10.74 eV
Multiplicity = 1
Relative energy (zero: lowest compared OMol25 entry of this formula, charge and spin) = 508.3 kJ/mol
Total charge = +1
Calculated total energy = -1376.1947 Eh



Which value of calculated total energy does entry 1 give?
-1375.1801 Eh



What is the formula in the first record?
H35O18